No. 1
Computed, not measured: a 2-piece molecular cluster, C3H7O overall in a non-equilibrium geometry, with ωB97M-V/def2-TZVPD.

```
11
C3H7O (ωB97M-V/def2-TZVPD)
C -2.18186 -0.07902 0.04127
C 1.34563 -0.52226 0.01591
C 0.13921 0.36278 -0.05699
O -0.98522 -0.36175 -0.20419
H -2.98568 -0.86860 -0.17619
H -2.45066 0.54581 0.88947
H 2.33746 0.06646 -0.20902
H 1.45008 -0.81278 1.05008
H 1.34902 -1.51242 -0.58458
H 0.32335 0.93903 -1.63124
H 0.24828 1.29084 0.50871
```

Values from the calculation:
highest occupied orbital energy (alpha / beta) = -15.315 / -15.314 eV
gap between HOMO and LUMO (alpha / beta) = 8.13 / 8.13 eV
LUMO (alpha / beta) = -7.184 / -7.185 eV
charge = +1
energy above the lowest of the compared OMol25 structures with the same formula, charge and spin = 91.9 kcal per mole
strongest force on any atom = 7.2 eV/Å

=====

No. 2
Computed, not measured: C42H40AsCl6InN3O3PSSe3Te as an isolated structure, with ωB97M-V/def2-TZVPD.

```
102
C42H40AsCl6InN3O3PSSe3Te (ωB97M-V/def2-TZVPD)
In 1.00108 2.59035 -0.25674
Se 0.05686 5.19609 -0.48947
Se 1.92452 6.45336 -0.94548
Te 3.60329 5.53104 0.71480
Se 3.69017 3.24268 -0.26189
Cl -1.13962 1.96559 -6.91320
C -0.21981 1.79305 -5.45476
C 1.04333 1.24435 -5.47834
Cl 1.75547 0.77289 -6.98787
C 1.74757 1.05544 -4.27793
Cl 3.32262 0.35339 -4.34293
C 1.22508 1.40618 -3.03226
O 1.80960 1.18811 -1.88198
C -0.04953 2.07708 -3.02928
O -0.51139 2.51467 -1.90682
C -0.74249 2.22485 -4.23021
Cl -2.31793 2.96146 -4.18063
Cl -0.06835 3.59573 2.41849
C 0.11451 2.35360 3.58558
C -0.49945 2.51731 4.81540
C -0.36415 1.55332 5.79979
C 0.44044 0.45235 5.55582
C 1.06331 0.31143 4.32995
Cl 2.10013 -1.05971 4.10758
C 0.89383 1.22506 3.26329
S 1.63445 0.89056 1.73203
H -1.07410 3.41647 4.99592
H -0.86385 1.66833 6.75287
H 0.60227 -0.30353 6.31252
C 4.48853 -4.52884 3.04679
C 3.17124 -4.13268 2.86256
C 2.87031 -3.12297 1.96211
C 3.86988 -2.49306 1.22495
C 5.18921 -2.87944 1.44270
C 5.49807 -3.89260 2.34045
As 3.36625 -1.08226 -0.09430
C 2.25362 -2.34977 -1.06733
C 0.90600 -2.59268 -0.86748
C 0.24165 -3.51615 -1.66405
C 0.92522 -4.18545 -2.67020
C 2.27616 -3.94604 -2.87319
C 2.95401 -3.03652 -2.06924
C 4.36450 -2.64866 -2.20818
C 5.26997 -3.13353 -3.14372
C 6.53129 -2.56599 -3.24494
C 6.89665 -1.50538 -2.42613
C 6.00881 -1.03819 -1.46541
C 4.75921 -1.62074 -1.34229
H 4.72415 -5.32932 3.73852
H 2.38105 -4.61414 3.42723
H 1.83919 -2.81753 1.82648
H 5.98916 -2.39373 0.89686
H 6.52960 -4.18867 2.49287
H 0.36876 -2.03664 -0.10517
H -0.81525 -3.70238 -1.51471
H 0.39769 -4.88437 -3.30815
H 2.79689 -4.45765 -3.67402
H 4.98817 -3.92687 -3.82634
H 7.22818 -2.92879 -3.99124
H 7.86005 -1.02719 -2.55456
H 6.26923 -0.19792 -0.83078
O -1.13685 1.39426 0.48633
P -2.58119 1.11645 0.58410
N -2.91164 0.53392 2.10984
C -2.06410 -0.62092 2.47084
C -2.81431 -1.29423 3.61533
C -4.27938 -1.01846 3.26518
C -4.22321 0.41746 2.74076
N -3.00660 -0.04382 -0.53103
C -4.40763 -0.43333 -0.71303
C -4.56211 -0.66818 -2.21872
C -3.14625 -1.06345 -2.64849
C -2.28370 -0.12548 -1.81667
N -3.71171 2.34538 0.43350
C -3.62517 3.01553 -0.89170
C -4.11572 4.43333 -0.63348
C -3.58479 4.71549 0.77353
C -3.74250 3.37618 1.49195
H -1.07074 -0.28223 2.75446
H -1.96028 -1.30323 1.61723
H -2.55360 -0.80893 4.55846
H -2.58212 -2.35639 3.68536
H -4.95432 -1.11921 4.11646
H -4.60566 -1.69309 2.46899
H -4.28237 1.12001 3.58265
H -5.02997 0.65560 2.04476
H -5.08702 0.33371 -0.33205
H -4.60385 -1.36406 -0.16262
H -4.84663 0.25884 -2.72078
H -5.31051 -1.43037 -2.44030
H -2.96963 -0.92426 -3.71417
H -2.95010 -2.10687 -2.38844
H -2.22235 0.84946 -2.30544
H -1.26678 -0.48071 -1.66257
H -4.23663 2.48014 -1.62217
H -2.59121 3.04319 -1.24535
H -5.20982 4.46982 -0.64288
H -3.72468 5.12441 -1.37839
H -4.12003 5.51889 1.28106
H -2.52983 4.98565 0.71673
H -4.71247 3.32423 2.00367
H -2.95786 3.20990 2.23275
```

Values from the calculation:
highest occupied orbital energy = -1.869 eV
gap between HOMO and LUMO = 5.70 eV
LUMO = 3.833 eV
charge = -2
energy above the lowest of the compared OMol25 structures with the same formula, charge and spin = 0.0 kcal per mole
strongest force on any atom = 0.9 eV/Å

=====

No. 3
Computed, not measured: a 5-piece molecular cluster, C15H39O18P3 overall in a non-equilibrium geometry, with ωB97M-V/def2-TZVPD.

```
75
C15H39O18P3 (ωB97M-V/def2-TZVPD)
C 1.34115 7.50359 5.51552
O -0.00541 7.11566 5.77055
P -0.89154 6.29478 4.69723
O -0.77818 6.80391 3.32064
O -0.43335 4.79181 4.98836
C 0.80728 4.36916 4.49559
O -2.36470 6.36522 5.28827
C -2.46854 6.37361 6.72176
H 1.91503 7.00258 6.29390
H 1.49330 8.58166 5.48128
H 1.71275 7.18288 4.53952
H 1.12874 4.97531 3.63388
H 0.87351 3.37155 4.06252
H 1.68105 4.53385 5.13278
H -3.44219 6.04343 7.10203
H -2.62750 7.40642 7.05222
H -1.67186 5.83619 7.21956
C 3.99189 -5.76246 -4.03190
O 2.60330 -5.49380 -4.06481
P 2.00303 -4.09207 -4.52916
O 0.64720 -4.21225 -5.07686
O 3.09654 -3.42737 -5.50474
C 2.98402 -2.02187 -5.70157
O 2.06844 -3.22880 -3.16516
C 1.24968 -3.64053 -2.07565
H 4.33074 -6.01498 -5.04351
H 4.21131 -6.60682 -3.38594
H 4.64832 -4.91575 -3.81150
H 3.32482 -1.43721 -4.84770
H 1.96011 -1.70147 -5.91369
H 3.53242 -1.72443 -6.59335
H 0.54083 -2.86746 -1.77910
H 1.77906 -3.98042 -1.18695
H 0.60009 -4.47116 -2.36560
C -4.56827 -0.84567 -1.59024
O -3.65705 -1.93410 -1.76803
P -2.71139 -1.97707 -3.04937
O -3.11642 -1.10801 -4.17714
O -2.59557 -3.54304 -3.37230
C -1.62562 -3.96984 -4.31323
O -1.25683 -1.60882 -2.46071
C -0.97098 -0.30846 -1.89296
H -4.35677 -0.23518 -0.70541
H -5.47982 -1.34493 -1.24959
H -4.64259 -0.21049 -2.46794
H -0.57436 -3.78351 -4.09127
H -1.89904 -3.69008 -5.33150
H -1.66213 -5.06346 -4.34889
H 0.07519 -0.18687 -2.14787
H -1.08575 -0.33523 -0.80937
H -1.67346 0.38624 -2.35558
C 1.25477 1.31230 1.35367
O 2.53105 0.86470 0.97213
C 2.56551 -0.16565 0.12581
O 1.59696 -0.65475 -0.40031
O 3.82624 -0.49505 -0.06152
C 4.04921 -1.63271 -0.87143
H 1.34042 2.21298 1.95969
H 0.71800 0.63015 2.02172
H 0.62382 1.48967 0.48283
H 5.10631 -1.90200 -0.88676
H 4.00729 -1.37337 -1.93432
H 3.41809 -2.48753 -0.66164
C -2.27661 -2.40171 1.07922
O -2.65744 -1.07675 1.49412
C -2.53249 -0.80422 2.80274
O -2.55670 -1.59548 3.69954
O -2.46547 0.50302 3.01823
C -2.49402 1.43238 1.92983
H -1.19454 -2.34761 0.96060
H -2.74312 -2.61868 0.12590
H -2.58425 -3.19308 1.75920
H -1.80697 1.21906 1.11279
H -2.31714 2.39089 2.40636
H -3.44943 1.49923 1.40456
```

Values from the calculation:
highest occupied orbital energy = -9.919 eV
gap between HOMO and LUMO = 10.27 eV
LUMO = 0.355 eV
strongest force on any atom = 2.9 eV/Å
SMILES = COP(=O)(OC)OC.COP(=O)(OC)OC.COP(=O)(OC)OC.COC(=O)OC.COC(=O)OC

=====

No. 4
Computed, not measured: a 2-piece molecular cluster, C5H4N overall in a non-equilibrium geometry, with ωB97M-V/def2-TZVPD.

```
10
C5H4N (ωB97M-V/def2-TZVPD)
C 1.46112 1.93554 2.13809
C -1.46902 -1.65376 -1.74815
C -0.30979 -1.48927 -1.23585
C 0.66537 1.38187 1.03173
C 0.06457 0.40431 0.52356
N 1.23634 2.71590 1.23436
H 1.63184 1.53829 3.06185
H -1.57489 -2.19661 -2.64248
H -2.36164 -1.52447 -1.33803
H 0.65610 -1.11180 -1.02508
```

Values from the calculation:
highest occupied orbital energy = -14.363 eV
gap between HOMO and LUMO = 7.99 eV
LUMO = -6.370 eV
charge = +1
energy above the lowest of the compared OMol25 structures with the same formula, charge and spin = 141.1 kcal per mole
strongest force on any atom = 4.5 eV/Å